Model one:
16
Properties=species:S:1:pos:R:3 method="wB97M-V/def2-TZVPD" e_lumo_ev=0.94 multiplicity=1
H -1.61423 6.29248 -0.53220
N -0.70777 6.69254 -0.54615
C -0.08949 5.56338 -0.63910
N -0.78458 4.32508 -0.40200
H 0.99057 5.41136 -0.50802
H -1.77594 4.51102 -0.55890
H -0.30562 3.52676 -0.88504
C 0.34596 -6.25111 0.87681
C 0.95187 -4.93314 0.11266
O 0.23270 -3.74173 0.39482
H 0.92097 -7.11420 0.56469
H 0.51502 -6.17605 2.01543
H -0.67964 -6.51702 0.73332
H 0.93963 -5.02829 -1.05990
H 2.10437 -4.83991 0.29928
H 0.23979 -3.53041 1.30766


Model two:
16
Properties=species:S:1:pos:R:3 method="wB97M-V/def2-TZVPD" e_lumo_ev=0.95 smiles="C=CO.NCN" multiplicity=1
C 2.31388 0.58727 -1.73060
C 1.86851 0.60005 -0.44266
O 2.64908 0.41091 0.66604
H 1.79828 -0.15332 -2.33831
H 3.14278 1.15686 -2.17325
H 0.79406 0.81597 -0.11894
H 3.53716 0.40840 0.30939
N -2.77802 -1.55447 0.15664
C -2.44818 -0.09144 0.09338
N -1.20612 0.26812 0.97756
H -2.96448 -1.64490 1.11679
H -2.12995 -2.27570 -0.14626
H -3.38963 0.36743 0.38627
H -2.14246 0.25757 -0.91188
H -0.67793 -0.56576 1.36293
H -1.67680 0.77536 1.72478


Model three:
16
Properties=species:S:1:pos:R:3 method="wB97M-V/def2-TZVPD" e_lumo_ev=0.97 smiles="C=C(C)O.NN" multiplicity=1
C 1.39222 1.39807 -0.35052
C 1.08315 0.35796 -1.05017
C 2.00844 -0.30804 -2.08226
O -0.19454 -0.07870 -1.14441
H 0.60196 1.65171 0.35702
H 2.41779 1.73802 -0.00742
H 1.90729 -1.37004 -1.92323
H 1.90869 -0.11999 -3.21040
H 2.92160 0.14367 -1.84645
H -0.76215 0.55293 -0.68744
N -2.02301 -0.31646 2.37805
N -2.13726 -0.83015 1.05715
H -2.37711 -0.96607 3.03807
H -1.05265 0.01865 2.60313
H -1.59685 -1.77296 0.83105
H -3.12223 -1.03868 0.96449


Most stable structure: model one


Model one:
17
Properties=species:S:1:pos:R:3 method="wB97M-V/def2-TZVPD" e_lumo_ev="-5.53 / -6.96" charge=+1 multiplicity=1
C -1.70531 0.95781 -0.85020
C -1.21901 -0.92878 0.99746
C 0.20925 -0.64549 0.57912
C 0.39427 -1.02551 -0.92330
C 1.51296 1.32745 0.24346
N 0.50592 0.65682 0.86302
S -2.57151 0.00786 0.04624
H -2.14086 1.64416 -1.51834
H -1.60029 -2.02237 0.80092
H -1.14496 -0.56753 1.93828
H 0.87580 -1.14975 1.36098
H 0.20810 -2.09589 -1.15986
H 1.40791 -0.83803 -1.25211
H -0.19797 -0.38963 -1.59318
H 1.30488 2.49848 0.08345
H 1.88680 0.96681 -0.66635
H 2.27403 1.60358 1.05039


Model two:
17
Properties=species:S:1:pos:R:3 method="wB97M-V/def2-TZVPD" e_lumo_ev=-5.27 charge=+1 multiplicity=1
C 1.46292 1.24515 -0.16087
C -0.44649 0.93493 1.54573
C -0.52163 -0.20535 0.44675
C -1.72506 -0.19571 -0.35465
C 1.23529 -1.23760 -1.14600
N 0.73142 -0.14909 -0.25733
S 0.79475 2.22173 0.98087
H 2.26952 1.46359 -0.84148
H -1.47459 1.40842 1.92411
H 0.15704 0.42651 2.39789
H -0.45046 -1.04144 1.13034
H -1.59615 0.79558 -1.00072
H -2.62065 -0.16266 0.29821
H -1.82777 -1.07660 -1.05216
H 0.42109 -2.09772 -1.18099
H 2.06499 -1.48255 -0.53310
H 1.52579 -0.84719 -2.19660


Most stable structure: model two